Computed, not measured: one molecule with the formula C5H6O, with the ωB97M-V functional and the def2-TZVPD basis.

Geometry as XYZ:
```
12
Properties=species:S:1:pos:R:3:forces:R:3
C 2.68308 -0.66215 0.22193 -0.455 0.012 -0.172
C 1.56210 -0.64024 -0.21570 0.487 0.003 0.214
C 0.18347 -0.59256 -0.70555 0.005 0.011 -0.080
C -0.76052 0.06629 0.28708 0.134 -0.270 0.126
C -1.88625 1.49471 -0.04855 -0.065 -0.026 0.149
O -2.06634 0.10685 -0.23073 -0.163 0.031 -0.036
H 3.68076 -0.68414 0.60231 -0.173 0.001 -0.075
H -0.19303 -1.60385 -0.89810 0.070 0.126 0.049
H 0.12021 -0.04088 -1.65005 0.037 -0.072 0.127
H -0.71990 -0.30260 1.31458 -0.028 0.051 -0.154
H -0.42789 1.18843 0.29895 0.048 0.143 0.005
H -2.17571 1.67013 1.02383 0.103 -0.011 -0.153
```
Positions in Å, forces in eV/Å.

- Energy relative to the best compared isomer or geometry (same formula, charge and spin): 141.1 kcal per mole
- Gap between HOMO and LUMO: 9.637 eV
- LUMO energy: 0.9 eV